Entry 1:
C16H24As4F24MnO12 as an isolated structure in a non-equilibrium geometry. Source: the Open Molecules 2025 dataset; level of theory: ωB97M-V/def2-TZVPD.

XYZ file:
```
81
C16H24As4F24MnO12 ωB97M-V/def2-TZVPD
As -1.924 -4.385 1.126
As -1.018 -3.522 -3.704
As -1.189 1.270 -3.853
As -4.663 -1.346 -2.022
Mn -0.954 -1.157 -0.646
F -2.895 -1.263 -1.596
F -2.322 0.038 -4.710
F -0.341 -5.113 0.500
F -1.515 -4.575 -5.045
F -2.738 -4.814 -0.408
F -0.235 2.701 -3.222
F 0.021 -4.782 -3.125
F -4.532 -3.110 -1.751
F 0.360 0.326 -4.196
F -5.044 -1.128 -0.282
F -0.739 -2.423 -2.293
F -2.184 -5.975 1.960
F -2.399 -4.162 -2.716
F -0.908 -3.722 2.442
F -2.623 2.340 -3.460
F -1.113 0.393 -2.230
F -4.308 -1.554 -3.665
F 0.225 -2.778 -4.769
F -3.498 -3.697 1.668
F -4.694 0.442 -2.213
F -2.271 -2.445 -4.398
F -1.051 2.005 -5.467
F -6.388 -1.395 -2.260
F -1.507 -2.839 0.201
O -2.235 0.192 0.417
O 1.712 -0.496 2.449
O -2.324 0.853 2.652
O 0.363 1.292 0.400
O 2.694 -1.564 -2.639
O 0.240 2.881 2.083
O 2.358 -2.231 1.482
O 2.050 2.802 0.736
O 0.163 -1.365 1.240
O 1.002 -0.964 -1.520
O 2.857 0.343 -1.620
O -3.899 1.369 1.297
C 2.142 -0.752 -1.802
C 1.304 -1.354 1.737
C 3.146 4.843 0.869
C -2.980 1.818 3.295
C 1.092 4.067 2.354
C -2.738 0.795 1.368
C -4.120 2.269 2.407
C 3.977 0.443 -2.577
C -5.560 1.846 2.967
C 2.469 3.751 1.805
C 3.948 -1.107 -2.894
C 0.820 2.227 1.045
C 5.252 0.918 -1.850
C 3.527 -1.956 2.181
C 3.267 -0.365 4.372
C 3.089 -0.532 2.808
H 3.662 0.162 2.193
H 4.104 0.244 4.713
H 3.917 -2.615 2.956
H 5.964 0.871 -2.674
H -5.575 2.287 3.964
H 2.422 0.054 4.919
H -2.250 2.598 3.512
H 2.497 5.101 0.032
H 5.497 0.190 -1.078
H 5.233 1.945 -1.486
H 3.656 1.052 -3.422
H 3.444 -1.300 4.904
H 4.108 4.579 0.428
H -4.084 3.271 1.979
H -3.448 1.295 4.129
H 4.566 -1.472 -2.074
H -6.314 2.131 2.234
H -5.634 0.759 2.994
H 0.713 5.001 1.939
H 3.233 3.436 2.516
H 3.207 5.797 1.393
H 1.261 4.378 3.385
H 4.365 -1.748 1.516
H 4.284 -1.370 -3.897
```

Properties
ΔE to the lowest compared entry with this formula, charge and spin = 110.2 kcal/mol
gap between HOMO and LUMO (spin up / spin down) = 7.4543 / 7.6882 eV
<S²> = 8.75
energy = -381458.47424 eV
multiplicity = 6
total charge = -2
HOMO energy (spin up / spin down) = -4.861 / -5.096 eV

=====

Entry 2:
C16H24AsF3N3PdS5 as an isolated structure in a non-equilibrium geometry. Source: the Open Molecules 2025 dataset; level of theory: ωB97M-V/def2-TZVPD.

XYZ file:
```
53
C16H24AsF3N3PdS5 ωB97M-V/def2-TZVPD
Pd -0.199 -0.290 0.594
As 0.118 2.282 -0.416
S -0.110 0.637 -1.774
S -2.211 3.854 1.795
S -1.950 2.188 0.813
S 0.118 4.146 -1.413
S 1.202 -2.398 0.706
F 3.460 -3.731 -1.037
F 4.092 -3.822 1.034
F 5.487 -3.211 -0.506
N -2.232 -1.498 0.026
N 2.213 -0.004 0.718
N -4.215 -2.946 -0.695
C 0.521 0.375 3.556
C -0.569 -0.377 2.791
C -3.037 -3.278 -1.494
C 4.763 -0.682 -0.090
C -3.356 -0.645 -0.383
C 4.192 -3.100 -0.103
C 3.139 0.927 0.530
C -4.527 -1.531 -0.889
C -3.908 -3.176 0.715
C 4.428 0.648 0.118
C -0.061 1.528 4.375
C -1.845 -2.362 -1.105
C -2.664 -2.346 1.143
C 1.302 -0.582 4.459
C 3.812 -1.666 0.099
C 2.501 -1.304 0.496
H 0.633 -1.012 5.210
H -2.888 -1.701 1.992
H -1.551 -1.721 -1.932
H -0.977 -2.945 -0.803
H 5.759 -0.958 -0.406
H -4.785 -2.900 1.304
H -1.827 -2.989 1.419
H 5.144 1.444 -0.028
H 1.731 -1.395 3.870
H -3.005 0.038 -1.156
H -3.298 -3.159 -2.548
H -1.568 0.026 2.981
H 2.118 -0.069 4.979
H 0.725 2.084 4.895
H -3.731 -4.245 0.856
H -0.601 2.225 3.735
H 2.833 1.947 0.741
H -3.659 -0.055 0.480
H 1.240 0.809 2.854
H -4.708 -1.367 -1.954
H -2.800 -4.331 -1.324
H -0.553 -1.446 3.004
H -5.450 -1.306 -0.351
H -0.759 1.142 5.124
```

Properties
ΔE to the lowest compared entry with this formula, charge and spin = 14.2 kcal/mol
gap between HOMO and LUMO (spin up / spin down) = 6.3610 / 5.2591 eV
<S²> = 6.03
energy = -148100.34086 eV
multiplicity = 5
total charge = -1
HOMO energy (spin up / spin down) = -3.713 / -4.727 eV

=====

Entry 3:
A 2-piece molecular cluster, C16H24BCl3O2Si overall in a non-equilibrium geometry. Source: the Open Molecules 2025 dataset; level of theory: ωB97M-V/def2-TZVPD.

XYZ file:
```
47
C16H24BCl3O2Si ωB97M-V/def2-TZVPD
Cl -2.444 1.435 -2.472
Cl 0.002 3.061 -1.524
Cl 0.140 -0.026 -1.829
Si -6.277 2.182 3.968
O -1.326 1.374 0.056
O -5.819 0.886 2.969
C -7.079 0.182 -0.275
C -1.105 -1.882 3.550
C -4.752 3.078 4.522
C -6.041 0.826 -1.172
C -1.789 0.355 0.674
C -7.189 1.285 5.313
C -1.222 -0.088 1.916
C -6.450 -0.368 1.006
C -4.781 1.498 0.910
C -0.234 0.641 2.635
C -5.241 1.917 -0.440
C -1.641 -1.361 2.381
C -5.611 0.702 1.653
C 0.259 0.107 3.820
C -7.472 3.384 3.188
C -0.174 -1.142 4.286
B -0.908 1.457 -1.389
H -4.244 3.552 3.672
H -7.600 1.976 6.059
H -7.208 -0.730 1.712
H -7.599 -0.620 -0.811
H -5.887 2.812 -0.372
H -7.863 4.055 3.972
H -6.505 1.239 -2.073
H -4.387 2.198 -1.061
H -5.351 0.054 -1.519
H -2.568 -0.259 0.198
H -8.326 2.858 2.739
H 0.245 -1.564 5.208
H 1.023 0.649 4.393
H -1.392 -2.888 3.867
H -8.022 0.716 4.879
H -7.840 0.924 0.000
H -4.053 2.380 5.002
H -5.780 -1.199 0.742
H -2.344 -1.914 1.759
H -6.989 4.004 2.420
H -5.000 3.866 5.248
H 0.133 1.583 2.210
H -6.523 0.578 5.822
H -3.953 2.030 1.391
```

Properties
ΔE to the lowest compared entry with this formula, charge and spin = 16.8 kcal/mol
gap between HOMO and LUMO = 6.0331 eV
energy = -67202.12981 eV
HOMO energy = -8.083 eV

=====

Entry 4:
C16H24ClN2NdO8P2 as an isolated structure in a non-equilibrium geometry. Source: the Open Molecules 2025 dataset; level of theory: ωB97M-V/def2-TZVPD.

XYZ file:
```
54
C16H24ClN2NdO8P2 ωB97M-V/def2-TZVPD
Nd -1.123 -0.234 -1.272
Cl -2.854 0.141 -3.143
P 0.049 2.429 -1.652
P 0.228 -2.593 -1.858
O -2.380 -2.359 6.058
O 2.034 2.657 3.832
O 2.301 0.440 -3.433
O 3.091 -0.007 -0.309
O -2.120 -0.771 0.868
O 1.962 2.239 5.994
O -1.127 -1.324 7.543
O -0.146 0.218 0.779
N 1.580 2.029 4.820
N -1.527 -1.496 6.367
C -0.843 -0.134 2.941
C 2.019 -0.054 -0.702
C -1.267 2.986 -0.493
C 0.575 1.021 4.568
C -0.062 -3.479 -3.416
C 0.395 -0.010 -4.941
C 0.009 0.277 5.615
C 1.464 3.368 -0.981
C 1.176 0.238 -3.754
C -1.139 -3.282 -0.834
C -0.409 3.399 -3.123
C -0.984 -0.669 5.309
C 0.159 0.797 3.240
C -1.423 -0.875 3.977
C -1.109 -0.284 1.494
C 1.674 -3.398 -1.116
H -2.220 2.452 -0.652
H 1.645 3.060 0.054
H -0.287 -0.868 -4.789
H 0.744 -3.228 -4.111
H -1.017 -3.141 -3.839
H 0.396 3.315 -3.859
H 0.635 1.364 2.448
H 1.283 4.454 -1.000
H -0.576 4.458 -2.863
H -0.835 -3.316 0.221
H -2.190 -1.606 3.774
H 0.345 0.434 6.645
H -1.434 4.062 -0.671
H 1.583 -4.493 -1.167
H -0.934 2.837 0.542
H 1.756 -3.089 -0.068
H -0.264 0.852 -5.149
H 1.054 -0.224 -5.816
H -0.097 -4.566 -3.242
H -2.112 -2.753 -0.893
H -1.326 2.968 -3.540
H 2.581 -3.080 -1.637
H 2.361 3.149 -1.565
H -1.295 -4.312 -1.196
```

Properties
ΔE to the lowest compared entry with this formula, charge and spin = 13.5 kcal/mol
gap between HOMO and LUMO (spin up / spin down) = 5.1209 / 5.1418 eV
<S²> = 3.75
energy = -82698.39740 eV
multiplicity = 4
total charge = +2
HOMO energy (spin up / spin down) = -15.297 / -15.297 eV

=====

Entry 5:
C16H24ClNOPb as an isolated structure in a non-equilibrium geometry. Source: the Open Molecules 2025 dataset; level of theory: ωB97M-V/def2-TZVPD.

XYZ file:
```
44
C16H24ClNOPb ωB97M-V/def2-TZVPD
Pb -0.483 -0.019 0.508
Cl -0.848 -1.294 -1.572
O -0.576 1.560 2.493
N 1.086 2.800 3.391
C 3.305 -0.244 1.136
C 1.335 1.776 -1.630
C 2.945 0.057 2.483
C -3.614 -2.167 -3.472
C 1.690 3.311 0.047
C -1.413 -3.163 -4.300
C -1.107 2.773 4.451
C -0.172 2.338 3.383
C -2.622 -4.203 -2.305
C 0.081 2.356 -1.286
C -2.592 -3.230 -3.413
C 1.896 -0.819 2.854
C 1.591 -1.646 1.734
C 0.310 3.322 -0.269
C 2.320 2.357 -0.804
C 2.476 -1.289 0.671
H -0.630 3.464 5.147
H 1.512 1.039 -2.401
H -0.862 2.135 -1.758
H 0.852 -2.437 1.705
H -0.506 -3.515 -3.793
H -3.096 -3.773 -1.414
H 1.414 -0.864 3.823
H -4.483 -2.409 -4.108
H -0.439 3.958 0.177
H 2.529 -1.753 -0.307
H -1.614 -4.474 -1.971
H -1.976 3.254 3.990
H 2.181 3.942 0.779
H 1.749 2.522 2.682
H -1.176 -2.129 -4.579
H -3.199 -1.219 -3.833
H 4.083 0.257 0.573
H -3.999 -1.932 -2.473
H -1.462 1.890 4.994
H 3.417 0.798 3.124
H 3.374 2.124 -0.800
H -3.155 -5.141 -2.539
H 1.385 3.427 4.118
H -1.507 -3.740 -5.237
```

Properties
gap between HOMO and LUMO (spin up / spin down) = 3.6552 / 3.8310 eV
energy = -38269.53908 eV
total charge = +2
HOMO energy (spin up / spin down) = -13.033 / -13.010 eV

=====

Entry 6:
A 3-piece molecular cluster, C16H24F16NO3P2S overall in a non-equilibrium geometry. Source: the Open Molecules 2025 dataset; level of theory: ωB97M-V/def2-TZVPD.

XYZ file:
```
63
C16H24F16NO3P2S ωB97M-V/def2-TZVPD
S -6.016 7.071 1.795
P -2.262 6.032 1.854
P -6.019 5.168 2.140
F -0.221 -2.101 2.984
F 3.633 -3.378 -5.784
F 2.260 -0.860 -0.486
F 4.012 -1.270 -6.248
F -1.393 -1.331 0.497
F -1.936 -3.414 3.247
F -2.532 -0.899 2.313
F 0.917 -0.787 1.245
F 6.107 -2.308 -4.936
F 5.741 -4.708 -5.883
F 3.666 -5.113 -3.964
F 4.981 -0.833 -3.781
F 5.028 -6.758 -5.597
F 0.341 -2.716 -0.737
F 2.336 -3.541 -0.395
F 5.070 -6.375 -2.886
O -1.916 6.550 0.360
O 5.571 -4.267 -3.147
O -0.615 -3.774 1.546
N -3.358 2.323 3.232
C 3.776 -2.149 -5.247
C -0.699 5.222 2.377
C 0.780 -3.805 1.308
C -4.408 4.480 2.676
C 4.892 -3.035 -3.052
C -1.155 -2.816 2.329
C -3.441 4.644 1.494
C -2.827 3.326 0.977
C -2.476 2.302 2.014
C 4.974 -5.337 -3.741
C 1.864 -1.529 0.619
C 1.303 -2.886 0.194
C -4.630 3.033 3.029
C -2.065 -1.908 1.505
C 5.704 -5.740 -5.021
C 4.953 -2.105 -4.272
H 1.346 -3.683 2.230
H -3.572 1.363 3.466
H -3.455 2.931 0.217
H -6.975 4.803 3.099
H -1.471 2.362 2.328
H -4.041 5.030 3.513
H -2.226 7.450 0.291
H 6.723 -6.056 -4.790
H -6.291 4.443 0.968
H -5.226 2.533 2.302
H 2.723 -1.657 1.284
H -4.026 5.023 0.691
H -2.907 -2.470 1.099
H 0.968 -4.818 0.964
H -2.843 2.679 4.025
H -2.579 1.344 1.587
H 0.078 5.662 1.807
H -0.686 4.167 2.230
H -1.913 3.568 0.499
H -0.543 5.474 3.388
H 5.413 -2.507 -2.258
H 2.848 -1.864 -4.740
H 3.869 -3.173 -2.703
H -5.158 2.991 3.948
```

Properties
gap between HOMO and LUMO = 8.0011 eV
energy = -97499.79837 eV
total charge = +1
HOMO energy = -11.327 eV

=====

Entry 7:
C16H24F3O13V as an isolated structure in a non-equilibrium geometry. Source: the Open Molecules 2025 dataset; level of theory: ωB97M-V/def2-TZVPD.

XYZ file:
```
57
C16H24F3O13V ωB97M-V/def2-TZVPD
V -17.709 -7.749 -23.732
F -17.688 -11.947 -25.760
F -18.576 -10.286 -26.833
F -16.598 -11.003 -27.379
O -19.847 -8.075 -24.212
O -14.404 -3.761 -24.018
O -13.771 -6.347 -22.337
O -15.466 -7.304 -23.417
O -13.352 -7.713 -24.032
O -18.030 -7.884 -22.216
O -17.214 -9.801 -24.111
O -20.283 -7.124 -26.193
O -12.939 -3.223 -25.596
O -21.500 -8.832 -25.482
O -16.982 -8.462 -25.804
O -12.442 -2.855 -23.433
O -17.818 -6.214 -24.221
C -12.048 -7.331 -23.565
C -15.121 -4.033 -25.259
C -21.237 -7.314 -27.249
C -13.199 -3.222 -24.266
C -14.160 -3.423 -26.301
C -16.845 -6.652 -27.358
C -14.294 -7.143 -23.271
C -11.698 -6.566 -21.125
C -16.746 -9.789 -25.341
C -21.958 -8.611 -26.826
C -16.161 -7.896 -26.826
C -20.539 -7.394 -28.583
C -17.422 -10.765 -26.324
C -20.502 -7.994 -25.207
C -12.343 -6.293 -22.458
C -16.482 -3.403 -25.225
H -11.955 -5.789 -20.407
H -16.355 -6.308 -28.274
H -13.977 -4.083 -27.146
H -15.173 -7.688 -26.403
H -17.890 -6.857 -27.595
H -21.688 -9.478 -27.425
H -11.505 -8.200 -23.200
H -12.148 -7.475 -20.703
H -16.817 -5.824 -26.655
H -14.536 -2.466 -26.665
H -17.051 -3.860 -24.417
H -15.661 -10.006 -25.353
H -19.905 -8.281 -28.616
H -16.046 -8.588 -27.664
H -10.629 -6.743 -21.196
H -12.059 -5.302 -22.819
H -16.983 -3.589 -26.178
H -23.033 -8.465 -26.782
H -19.949 -6.494 -28.748
H -15.147 -5.120 -25.317
H -11.513 -6.874 -24.393
H -21.279 -7.484 -29.379
H -21.950 -6.490 -27.222
H -16.451 -2.320 -25.105
```

Properties
ΔE to the lowest compared entry with this formula, charge and spin = 0.0 kcal/mol
gap between HOMO and LUMO = 9.5674 eV
energy = -77441.03971 eV
HOMO energy = -9.193 eV

=====

Entry 8:
One molecule with the formula C16H24N2O. Source: the Open Molecules 2025 dataset; level of theory: ωB97M-V/def2-TZVPD.

XYZ file:
```
43
C16H24N2O ωB97M-V/def2-TZVPD
O -3.023 0.184 -0.940
N -4.675 -1.582 1.802
N 2.514 -1.589 -0.528
C -3.061 -2.162 -0.128
C -0.248 2.699 -0.758
C -1.751 0.893 1.005
C 1.375 -1.910 -1.362
C -1.728 0.651 -0.518
C 3.101 -0.281 -0.749
C 0.221 -1.046 -1.138
C 3.230 -0.726 1.585
C 2.295 -1.740 0.907
C -0.302 2.926 0.750
C -1.509 1.993 -1.242
C -3.963 -1.841 0.946
C -0.482 1.596 1.474
C 4.053 -0.147 0.431
C -3.188 -1.157 -1.294
C -0.643 -0.264 -0.848
H 4.938 -0.758 0.254
H -4.201 -1.203 -1.704
H 0.616 3.412 1.086
H -3.293 -3.164 -0.499
H 1.249 -1.546 1.185
H -2.472 -1.453 -2.076
H 0.381 0.956 1.273
H -2.388 2.610 -1.051
H 1.690 -1.830 -2.408
H -1.454 1.808 -2.317
H 3.858 -1.191 2.342
H -1.873 -0.055 1.533
H 2.348 0.526 -0.731
H -2.627 1.506 1.224
H 2.535 -2.771 1.188
H -1.139 3.585 0.989
H 3.608 -0.262 -1.716
H 1.093 -2.951 -1.165
H 2.648 0.062 2.064
H 4.362 0.881 0.608
H -2.036 -2.157 0.255
H -0.146 3.654 -1.278
H -0.536 1.759 2.553
H 0.624 2.089 -1.004
```

Properties
ΔE to the lowest compared entry with this formula, charge and spin = 75.9 kcal/mol
gap between HOMO and LUMO = 9.4972 eV
energy = -22007.14804 eV
structure (SMILES) = N#CCCOC1(C#CCN2CCCC2)CCCCC1
HOMO energy = -8.815 eV

=====

Entry 9:
An isolated ion of composition C16H24N3 and charge +1 in a non-equilibrium geometry. Source: the Open Molecules 2025 dataset; level of theory: ωB97M-V/def2-TZVPD.

XYZ file:
```
43
C16H24N3 ωB97M-V/def2-TZVPD
N 0.806 1.712 -2.870
N -0.027 0.538 -1.046
N -1.312 -0.423 0.751
C 1.848 2.172 -0.765
C 1.548 -1.473 0.550
C 3.553 -1.177 1.876
C -2.598 -1.663 2.351
C -0.151 0.385 0.400
C -1.183 -1.412 1.811
C -2.571 0.324 0.941
C -0.646 -0.163 -3.299
C 2.763 -1.967 1.035
C 0.840 1.419 -1.580
C 1.884 0.555 1.853
C -3.515 -0.659 1.636
C -1.126 0.064 -1.890
C 1.124 -0.208 0.964
C -0.048 1.089 -3.874
C 3.121 0.085 2.285
H 0.927 -2.077 -0.119
H -1.504 -0.861 -1.446
H 1.513 1.545 2.130
H 1.432 2.449 -3.169
H -2.392 1.204 1.587
H -0.732 -2.343 1.439
H -4.137 -1.175 0.895
H 0.080 -0.983 -3.320
H 3.093 -2.963 0.736
H 2.568 1.510 -0.277
H -0.526 -1.061 2.624
H -1.510 -0.464 -3.895
H 0.565 0.853 -4.748
H -0.329 1.376 0.858
H 4.510 -1.551 2.240
H 3.727 0.721 2.933
H -1.948 0.804 -1.902
H -2.888 -2.699 2.156
H -2.972 0.710 -0.002
H 2.431 2.807 -1.442
H 1.370 2.816 -0.014
H -0.826 1.808 -4.161
H -4.172 -0.135 2.336
H -2.591 -1.488 3.432
```

Properties
ΔE to the lowest compared entry with this formula, charge and spin = 13.4 kcal/mol
gap between HOMO and LUMO = 9.1884 eV
energy = -21446.25349 eV
structure (SMILES) = CC1=[NH+]CCCN1[C@H](c1ccccc1)N1CCCC1
total charge = +1
HOMO energy = -11.688 eV